1.
45
Properties=species:S:1:pos:R:3 method="wB97M-V/def2-TZVPD" energy_ha=-3856.6855 fmax_ev_per_a=2.74 orbital_gap_ev=1.4357 total_charge=+3 de_lowest_ev=9.776 e_lumo_ev=-11.3
K 13.46523 24.84996 -5.89036
K 9.48539 25.05494 -12.92095
K 9.51921 32.12386 -14.61165
S 9.88340 28.92567 -8.99217
S 13.77816 27.60264 -15.76183
O 9.45160 29.79934 -7.92904
O 14.36506 26.69406 -16.71596
O 12.41238 27.91000 -16.12125
O 14.62404 28.75494 -15.74857
O 13.79708 27.12482 -14.35871
O 9.05618 29.07154 -10.17244
O 9.85323 27.53792 -8.61362
O 11.32291 29.22992 -9.20318
N 3.88431 31.37548 -14.11894
N 4.17968 33.06471 -8.16514
N 5.10731 25.33221 -5.35729
C 3.35408 30.65369 -15.10186
C 4.13221 34.30923 -8.66689
C 2.79345 34.63483 -8.83728
C 1.96924 33.55971 -8.45082
C 5.12251 25.30962 -3.96604
C 3.90389 24.92840 -3.49835
C 3.94896 32.70352 -14.52467
C 3.91775 24.83444 -5.76534
C 3.25872 32.80768 -15.74172
C 2.87716 32.64914 -7.86613
C 3.07513 31.51618 -16.19347
C 3.15842 24.67953 -4.63808
Be 15.85091 29.92455 -11.56624
Be 12.69460 32.33211 -6.09824
H 3.67493 24.70121 -6.80921
H 6.07691 25.57271 -3.53440
H 3.30790 29.57661 -15.03718
H 2.65823 31.20499 -17.13991
H 4.42571 30.94101 -13.38530
H 3.07285 33.75581 -16.22430
H 3.53083 24.78929 -2.49442
H 2.16955 24.24794 -4.59051
H 5.05859 34.84710 -8.80443
H 4.42136 33.41290 -13.86131
H 2.64921 31.75449 -7.30573
H 0.90212 33.39833 -8.41062
H 2.47839 35.63707 -9.08762
H 5.84624 25.72590 -5.92218
H 5.00494 32.53141 -7.93136



2.
35
Properties=species:S:1:pos:R:3 method="wB97M-V/def2-TZVPD" energy_ha=-2433.0956 fmax_ev_per_a=1.93 orbital_gap_ev="8.0975 / 8.0039" total_charge=0 e_lumo_ev="0.0 / -0.1"
Co 0.51023 0.85291 -0.84878
F 3.11510 -2.42761 4.00001
F 5.11113 -0.71175 0.10271
F 2.84404 0.45897 -0.55922
F 0.87965 -1.16523 3.44879
O 0.70504 2.38088 -1.26967
N 0.58698 0.40670 1.02614
N -1.49375 0.42243 -0.82832
C -2.30268 2.82207 -1.11743
C -1.05289 -1.06877 -2.80996
C 4.07765 -0.82392 0.95018
C 1.74695 -0.23593 1.42395
C 2.90127 -0.17690 0.63514
C 1.89351 -1.05052 2.56331
C 4.20004 -1.59955 2.08253
C -2.45198 1.35752 -1.48070
C -1.66213 -0.92717 -1.42455
C -1.79155 0.34008 0.62768
C 3.07156 -1.69880 2.87674
C -0.64884 -0.28414 1.39878
H -2.71824 -0.22524 0.78083
H -3.45923 1.00332 -1.22561
H 5.12247 -2.09919 2.33463
H -1.19571 -1.64276 -0.74705
H -0.88898 -0.20118 2.46030
H -2.73156 -1.16808 -1.44385
H -1.94529 1.35218 0.99284
H 0.00780 -0.80615 -2.80775
H -0.58081 -1.36248 1.19585
H -3.05865 3.39534 -1.65518
H -1.13442 -2.10418 -3.14041
H -1.31304 3.18817 -1.37904
H -1.55141 -0.44668 -3.55148
H -2.46106 3.00531 -0.05490
H -2.33122 1.24035 -2.55653



3.
39
Properties=species:S:1:pos:R:3 method="wB97M-V/def2-TZVPD" energy_ha=-1802.3418 fmax_ev_per_a=0.62 orbital_gap_ev=7.3785 total_charge=-1 de_lowest_ev=0.078 e_lumo_ev=2.7
Pd 0.34746 0.48111 -0.95582
S 1.18133 2.66532 -1.85352
F 5.28756 -1.23907 0.44133
F 3.53340 0.59123 4.40514
F 1.08397 0.50498 3.42328
F 2.81426 -1.40800 -0.57720
O 2.10245 1.53631 -1.37612
O 1.79807 3.54139 -2.80855
O 0.57615 3.30725 -0.68818
O 0.10371 1.76787 -2.52160
N -1.54327 -0.36837 -0.81627
N 0.62964 -0.60493 0.72924
C -0.59522 -0.34907 1.47101
C 2.08899 0.03903 2.64228
C -2.58268 0.61429 -1.20979
C 4.47425 -0.31378 2.44890
C 3.36812 0.09664 3.15863
C 4.24312 -0.80395 1.17418
C -1.50672 -1.50716 -1.77161
C 2.98005 -0.88378 0.64717
C -2.80925 -2.28557 -1.91731
C -2.51294 1.90640 -0.41631
C 1.82617 -0.45839 1.35194
C -1.72549 -0.85826 0.58908
H -0.74806 0.71743 1.67620
H -0.62595 -0.87852 2.42987
H -1.53954 2.38900 -0.51845
H -3.56729 0.14912 -1.07585
H 5.46950 -0.24809 2.85964
H -1.20615 -1.09226 -2.73548
H -3.27956 2.58824 -0.78871
H -3.17258 -2.66075 -0.95913
H -2.71510 1.73499 0.64310
H -3.59850 -1.68621 -2.37010
H -1.70248 -1.94782 0.56890
H -0.70317 -2.15953 -1.43017
H -2.70177 -0.54649 0.96709
H -2.63485 -3.14580 -2.56480
H -2.43765 0.81521 -2.27203



4.
40
Properties=species:S:1:pos:R:3 method="wB97M-V/def2-TZVPD" smiles="CCOC(=O)C(F)(F)F.CCOC(=O)C(F)(F)F.O=C1OCC[C@@H]1F" energy_ha=-1616.7612 fmax_ev_per_a=5.31 orbital_gap_ev=10.7397 total_charge=0 de_lowest_ev=0.386 e_lumo_ev=0.6
F 2.33939 1.64992 -2.65700
F -0.71489 -3.49573 2.22663
F 0.41141 3.08514 -1.41327
F 1.07641 -2.82672 1.22956
F -1.48931 4.01820 -1.88652
F 0.19773 5.23887 -1.29875
F -0.82068 -1.92626 0.74042
O -1.69284 -4.58199 0.00277
O -0.71260 2.93636 1.04174
O -1.42603 5.06075 0.80462
O 0.38719 -4.45054 -0.85482
O 3.14170 -0.67264 -2.06372
O 4.82701 0.25768 -0.91403
C -0.44441 -4.13402 -0.05662
C -2.06936 -5.54476 -0.99934
C 1.83673 -0.71279 -1.44960
C -0.80165 5.33166 3.14538
C -0.85582 3.93506 0.39826
C 3.79480 0.31293 -1.39596
C -1.59765 -6.93445 -0.62816
C -1.91912 5.07168 2.15788
C -0.42508 4.07334 -1.06816
C 2.75538 1.43234 -1.38666
C -0.22001 -3.09133 1.04649
C 1.63306 0.63916 -0.69116
H 1.99394 -1.41254 -0.64361
H -3.15602 -5.51563 -1.04431
H -2.43953 4.13975 2.37538
H -1.20049 5.41760 4.15541
H -1.69176 -5.23915 -1.97442
H 1.01167 -0.93383 -2.09827
H -0.50974 -6.98619 -0.59786
H -0.27848 6.25486 2.89351
H -2.65226 5.87433 2.19920
H -0.06766 4.52648 3.13096
H 3.03402 2.34032 -0.88397
H 1.93578 0.53301 0.33716
H -1.96527 -7.20933 0.36119
H 0.73278 1.20209 -0.88763
H -1.95834 -7.66362 -1.35271



5.
28
Properties=species:S:1:pos:R:3 method="wB97M-V/def2-TZVPD" energy_ha=-520.7062 fmax_ev_per_a=5.76 orbital_gap_ev=8.3816 total_charge=0 de_lowest_ev=9.011 e_lumo_ev=0.5
N 0.53850 1.53502 0.00732
C 3.74062 -2.14385 -0.18441
C -2.95723 -1.69923 0.48729
C -0.03831 0.90334 -1.16647
C -0.70698 -1.17321 -0.30133
C 2.50316 0.30121 -0.35613
C 1.64644 0.85641 0.66146
C -1.65538 -2.05564 0.31341
C -3.45953 -0.52273 -0.24708
C 2.87675 -0.96943 -0.21658
C -0.32092 2.40530 0.71329
C -1.13094 0.03138 -0.77615
C -2.48224 0.35847 -0.66933
H -1.10945 -2.94517 0.79031
H 4.92548 -1.93126 0.51972
H 3.19613 -3.22364 -0.31598
H -0.31836 1.80728 -1.62266
H 2.34629 1.63268 1.12849
H -2.73338 1.54281 -0.86300
H -1.05155 1.67652 1.26236
H -0.75003 3.19647 0.16859
H 2.63961 0.98757 -1.56871
H -4.64437 -0.21208 -0.31648
H 0.89490 0.51736 -1.63769
H 0.31421 -1.51635 -0.14605
H 1.21708 0.10568 1.56333
H -3.58372 -2.34539 1.15166
H 0.10321 2.88047 1.62081



6.
28
Properties=species:S:1:pos:R:3 method="wB97M-V/def2-TZVPD" smiles=c1ccc2c(c1)C[C@H]1CNC[C@@H]2C1 energy_ha=-520.8810 fmax_ev_per_a=8.65 orbital_gap_ev=9.2240 total_charge=0 de_lowest_ev=4.255 e_lumo_ev=0.9
N -0.94980 0.94632 -1.68094
C 0.77959 -0.90751 -1.55585
C 0.98026 1.07346 -0.15154
C -0.12913 1.75097 -0.98767
C -0.03876 -0.04712 -2.44477
C -0.19964 1.07050 2.21916
C 1.69936 0.12744 -0.94932
C -0.74901 0.36760 3.13880
C -1.16957 -1.50530 1.61903
C 0.20386 0.43934 1.01728
C -0.29910 -0.84475 0.72910
C -0.06338 -1.62931 -0.51568
C -1.17580 -0.99829 2.91904
H 0.74981 0.60324 -2.96924
H -1.04153 -2.13773 -0.77535
H -1.85327 -2.41109 1.32989
H -1.75033 -1.52259 3.66341
H -0.94146 2.36969 -0.53326
H -1.56010 0.37072 -1.16309
H 2.26286 0.55584 -1.75492
H -0.68906 -0.75886 -3.18081
H 1.70745 1.86155 -0.07133
H 0.14537 2.10552 2.28955
H 0.41266 -2.39931 -0.13398
H 2.65763 0.03051 -0.26701
H 1.34497 -1.52386 -2.30664
H -0.76308 0.62658 4.29269
H 0.42922 2.38646 -1.77655



7.
30
Properties=species:S:1:pos:R:3 method="wB97M-V/def2-TZVPD" smiles=S[N+]1(c2cc3ccccc3[nH]2)CCCC1 energy_ha=-973.6260 fmax_ev_per_a=5.09 orbital_gap_ev=8.0162 total_charge=+1 de_lowest_ev=0.908 e_lumo_ev=-3.7
S -1.71308 0.63918 -1.90094
N 1.06639 0.97659 -0.72465
N -1.11053 -0.03392 -0.34098
C -3.28927 0.47099 0.61531
C -3.20628 -1.00125 -0.02262
C 3.62672 1.33522 -0.63968
C 2.47966 -0.66935 -0.00910
C 4.91195 -0.69545 0.00315
C 1.08636 -1.13242 0.07740
C 3.70632 -1.39186 0.17397
C 2.43816 0.61969 -0.46924
C 4.83237 0.71993 -0.33794
C -1.75755 0.77299 0.75998
C 0.28461 -0.07771 -0.26395
C -1.77664 -1.30292 -0.13749
H 5.76455 -1.30357 -0.04238
H -3.66230 1.21832 -0.04221
H -3.62476 -0.84539 -1.09847
H -3.88155 0.29212 1.58238
H 3.56887 2.39039 -0.85493
H -1.24726 -1.83124 0.67280
H 3.66566 -2.41398 0.13520
H -1.45372 -2.00369 -1.01216
H 5.70579 1.36174 -0.40371
H 0.81794 1.89134 -1.07040
H -1.38898 0.19849 1.60289
H -3.84474 -1.78491 0.45422
H -1.55025 1.93237 0.69604
H -0.42630 0.56993 -2.64654
H 0.75433 -2.19896 0.32162